Entry 1:
Here is the ion C5H8N3S2 with charge +1 at a distorted geometry from the Open Molecules 2025 dataset. Energies are from ωB97M-V with the def2-TZVPD basis set.

Properties
E: -1155.5922 hartree
ΔE to the lowest compared entry with this formula, charge and spin: 49.59 kcal per mole
charge: +1
Kohn-Sham gap: 7.73 eV

Last column: Löwdin charge in e.
Positions of all 18 atoms, in Å:
C -0.203 0.840 -0.010  -0.072
C -2.009 -0.543 -2.209  -0.681
C -0.439 -1.401 -0.711  -0.777
C -0.169 -1.119 1.589  -0.012
C 0.343 -0.154 -2.857  -0.002
N -0.307 -0.515 0.264  -0.140
N -0.793 -0.722 -2.139  -0.165
N -0.236 1.677 0.995  0.130
S -3.517 -0.548 -2.080  1.018
S -0.300 -2.953 -0.959  0.917
H 0.868 -1.290 1.885  0.118
H -0.673 -0.470 2.273  0.077
H -0.671 -2.086 1.566  0.075
H 0.384 0.909 -2.591  0.088
H 1.190 -0.618 -2.346  0.102
H 0.343 -0.275 -3.929  0.106
H -0.095 2.571 0.673  0.069
H -0.511 1.618 2.006  0.149

Entry 2:
Here is a cluster of 2 separate species, C2H7FSi in total at a distorted geometry from the Open Molecules 2025 dataset. Energies are from ωB97M-V with the def2-TZVPD basis set.

Properties
E: -469.5872 hartree
ΔE to the lowest compared entry with this formula, charge and spin: 146.20 kcal per mole
Kohn-Sham gap (alpha / beta): 8.40 / 7.50 eV

Last column: Löwdin charge in e.
Positions of all 11 atoms, in Å:
C 0.968 -1.138 0.119  -0.317
C -2.390 0.455 -0.309  -0.078
F -2.991 -0.600 0.434  -0.173
Si 0.670 0.781 0.393  0.737
H 2.085 -1.250 0.394  0.041
H 0.264 -1.811 0.554  -0.001
H 0.891 -1.301 -0.923  -0.024
H -2.993 1.459 -0.059  0.083
H -2.211 0.008 -1.250  0.003
H 0.614 0.997 1.820  -0.126
H 1.488 1.565 -0.425  -0.145

Entry 3:
Here is a cluster of 2 separate species, C2H5OPS in total at a distorted geometry from the Open Molecules 2025 dataset. Energies are from ωB97M-V with the def2-TZVPD basis set.

Properties
E: -893.8931 hartree
ΔE to the lowest compared entry with this formula, charge and spin: 50.01 kcal per mole
structure (SMILES): C=PC=O.S
Kohn-Sham gap: 9.07 eV

Last column: Löwdin charge in e.
Positions of all 10 atoms, in Å:
C -2.956 0.131 1.831  -0.360
P -2.448 -0.168 0.252  0.886
C -1.645 1.453 0.075  -0.577
O -0.719 1.554 -0.670  -0.046
H -3.396 -0.748 2.414  0.014
H -2.681 1.124 2.310  0.010
H -1.726 2.183 0.918  0.071
S 3.041 0.153 0.535  0.405
H 4.228 0.465 -0.194  -0.167
H 3.731 -0.187 1.648  -0.237

Entry 4:
Here is a structure of composition C30H84F6NO18S2 at a distorted geometry from the Open Molecules 2025 dataset. Energies are from ωB97M-V with the def2-TZVPD basis set.

Properties
E: -3997.7420 hartree
multiplicity: 2
charge: -2
Kohn-Sham gap (alpha / beta): 1.06 / 8.33 eV
<S²>: 0.750

Last column: Mulliken spin population.
Positions of all 141 atoms, in Å:
C -0.640 -2.335 -0.460  -0.036
F -1.850 -2.897 -0.352  0.028
F -0.081 -2.392 0.751  -0.014
F 0.108 -3.159 -1.268  -0.005
S -0.666 -0.524 -1.239  0.176
O 0.626 -0.343 -1.940  -0.052
O -1.879 -0.514 -2.079  0.012
N -0.948 0.604 0.050  -0.118
S 0.460 1.354 0.289  0.289
O 1.689 0.493 0.395  0.018
O 0.528 2.559 -0.525  -0.026
C 0.188 2.008 2.050  -0.231
F -0.835 2.868 2.124  0.024
F -0.110 1.075 2.987  0.023
F 1.259 2.545 2.469  -0.079
C 5.444 -1.122 0.787  0.036
C 4.593 -1.370 -0.452  -0.052
O 4.533 -2.773 -0.670  -0.012
H 6.513 -1.048 0.589  0.000
H 5.193 -1.822 1.583  0.012
H 5.102 -0.134 1.097  0.001
H 5.134 -0.975 -1.312  -0.016
H 3.594 -0.955 -0.320  0.024
H 4.273 -3.202 0.148  0.016
C -4.284 -2.014 1.881  0.082
C -3.849 -0.676 2.478  0.137
O -3.450 0.197 1.419  -0.136
H -5.224 -1.941 1.335  -0.009
H -4.298 -2.695 2.732  -0.001
H -3.542 -2.485 1.237  -0.010
H -3.038 -0.770 3.200  -0.031
H -4.711 -0.260 2.999  0.009
H -2.506 0.303 1.556  0.008
C -3.518 -6.675 -1.317  0.254
C -3.705 -5.308 -2.056  -0.081
O -3.582 -5.503 -3.474  -0.087
H -2.535 -7.105 -1.509  -0.029
H -4.282 -7.349 -1.705  -0.020
H -3.675 -6.484 -0.255  -0.024
H -3.035 -4.508 -1.740  0.029
H -4.661 -4.833 -1.834  -0.023
H -4.029 -4.816 -3.974  0.077
C 4.323 3.869 3.688  0.133
C 4.422 5.393 4.009  0.087
O 5.720 5.726 3.971  -0.122
H 3.296 3.714 3.356  -0.061
H 4.652 3.235 4.511  0.006
H 4.769 3.692 2.709  0.007
H 4.008 5.726 4.961  0.001
H 4.016 6.073 3.260  0.005
H 5.977 5.309 3.145  0.045
C 0.193 5.897 -0.135  -0.189
C -0.090 7.396 -0.123  0.128
O -1.516 7.524 -0.174  -0.074
H -0.367 5.326 -0.877  0.071
H 0.191 5.515 0.886  0.031
H 1.235 5.940 -0.449  0.023
H 0.394 7.834 -0.996  -0.013
H 0.291 7.825 0.803  0.003
H -1.917 7.415 -1.040  0.019
C -3.135 3.145 4.150  0.050
C -4.496 2.896 3.438  -0.002
O -4.509 3.107 2.012  -0.018
H -3.405 3.161 5.206  -0.022
H -2.935 4.169 3.834  0.009
H -2.281 2.480 4.017  0.006
H -5.289 3.523 3.845  0.001
H -4.835 1.868 3.570  -0.005
H -4.092 3.959 1.864  0.001
C 2.450 -3.218 2.972  -0.069
C 3.016 -4.661 2.813  0.585
O 3.445 -4.735 1.440  0.001
H 1.374 -3.364 2.876  -0.022
H 2.837 -2.449 2.303  0.033
H 2.633 -2.967 4.017  0.074
H 2.303 -5.475 2.949  -0.115
H 3.884 -4.723 3.469  -0.047
H 2.879 -5.431 1.097  0.134
C -2.058 3.473 -2.251  0.036
C -2.515 3.539 -0.791  -0.095
O -2.978 2.265 -0.404  0.007
H -2.883 3.395 -2.959  -0.009
H -1.345 2.708 -2.559  0.001
H -1.627 4.455 -2.445  0.000
H -3.287 4.306 -0.729  0.006
H -1.770 3.956 -0.115  -0.002
H -2.215 1.684 -0.357  0.003
C 1.960 1.513 5.617  -0.014
C 2.483 0.086 5.662  0.168
O 2.117 -0.630 6.818  -0.149
H 2.189 2.029 4.684  0.026
H 2.417 2.193 6.336  -0.006
H 0.874 1.528 5.707  -0.013
H 3.569 0.161 5.612  0.059
H 2.164 -0.372 4.726  0.004
H 1.211 -0.940 6.751  0.032
C 3.175 4.030 -2.307  0.018
C 3.637 3.510 -0.945  0.179
O 4.874 4.246 -0.595  -0.101
H 3.629 3.431 -3.097  -0.006
H 3.119 5.090 -2.557  -0.017
H 2.108 3.812 -2.343  0.009
H 3.806 2.438 -1.042  -0.011
H 2.909 3.625 -0.141  0.036
H 4.728 5.171 -0.386  0.027
C 3.437 -6.311 -2.302  0.423
C 2.182 -5.960 -1.475  0.092
O 2.260 -6.420 -0.108  -0.779
H 4.254 -5.650 -2.013  -0.024
H 3.155 -6.105 -3.335  0.027
H 3.787 -7.340 -2.218  -0.243
H 1.367 -6.475 -1.984  -0.170
H 1.877 -4.918 -1.565  0.176
H 2.502 -7.350 -0.099  0.296
C 3.041 -1.304 -4.155  -0.018
C 2.617 0.158 -4.425  0.135
O 3.390 0.784 -5.319  -0.071
H 2.933 -1.778 -5.131  -0.035
H 2.380 -1.843 -3.476  0.013
H 4.066 -1.447 -3.813  0.011
H 2.627 0.734 -3.499  0.004
H 1.596 0.185 -4.804  0.005
H 3.434 0.233 -6.104  0.014
C -6.328 -1.308 -1.748  0.039
C -5.743 0.149 -2.167  0.054
O -4.697 0.460 -1.275  -0.030
H -5.666 -2.146 -1.965  -0.014
H -7.326 -1.450 -2.163  0.016
H -6.469 -1.425 -0.674  -0.014
H -6.405 1.015 -2.132  -0.006
H -5.279 0.049 -3.148  -0.001
H -3.907 0.075 -1.659  0.003
C -3.062 -2.180 -4.664  0.033
C -3.786 -3.115 -5.582  0.211
O -4.910 -3.549 -4.830  -0.297
H -2.216 -1.689 -5.146  -0.044
H -2.668 -2.685 -3.782  -0.006
H -3.696 -1.335 -4.394  0.021
H -3.232 -4.016 -5.846  -0.001
H -3.949 -2.600 -6.529  0.004
H -5.603 -3.857 -5.418  0.128

Entry 5:
Here is a structure of composition C27H41B2F4N10O6Ti from the Open Molecules 2025 dataset. Energies are from ωB97M-V with the def2-TZVPD basis set.

Properties
E: -3351.1870 hartree
ΔE to the lowest compared entry with this formula, charge and spin: 44.65 kcal per mole
charge: +1
Kohn-Sham gap: 6.80 eV

Last column: Löwdin charge in e.
Positions of all 91 atoms, in Å:
Ti -1.154 -0.567 1.205  1.203
C -4.317 1.892 2.854  0.032
C -3.469 0.745 2.445  -0.185
N -2.891 0.655 1.305  -0.008
O -3.001 1.650 0.413  0.091
B -2.562 1.205 -0.945  -1.068
F -3.524 0.530 -1.640  0.206
F -2.122 2.347 -1.592  0.187
O -1.379 0.250 -0.698  -0.048
N -0.795 -0.188 -1.944  0.014
C -0.474 -1.607 -2.076  -0.199
C -0.310 -2.009 -3.508  -0.023
C -0.364 -2.456 -1.044  -0.242
N -0.624 -1.920 0.188  -0.106
O -0.470 -2.497 1.463  -0.015
B -1.694 -3.283 2.084  -1.037
F -1.291 -4.504 2.475  0.233
F -2.703 -3.228 1.143  0.182
O -2.076 -2.447 3.289  0.107
N -2.327 -1.222 2.814  -0.024
C -3.252 -0.478 3.287  -0.182
C -4.114 -0.815 4.443  0.034
C -0.062 -3.919 -1.066  0.032
H -3.906 2.813 2.446  0.095
H -4.388 1.960 3.937  0.095
H -5.324 1.771 2.446  0.116
H 0.290 -1.282 -4.058  0.075
H -1.274 -2.101 -4.010  0.091
H 0.197 -2.968 -3.583  0.076
H -3.837 -0.204 5.306  0.110
H -3.989 -1.861 4.708  0.098
H -5.158 -0.607 4.207  0.105
H 0.279 -4.262 -2.037  0.073
H -0.952 -4.485 -0.786  0.105
H 0.707 -4.121 -0.318  0.095
C 2.840 -2.130 2.280  -0.034
N 3.216 -2.937 1.136  -0.105
C 4.405 -3.765 1.240  -0.135
C 4.573 -4.220 -0.196  -0.138
N 4.058 -3.074 -0.944  -0.082
C 3.785 -3.343 -2.344  -0.047
C 3.153 -2.393 -0.131  -0.373
N 2.383 -1.404 -0.374  0.110
C 2.378 -0.696 -1.625  -0.203
C 1.539 0.580 -1.444  -0.073
N 0.285 0.650 -2.228  0.037
C -0.016 1.744 -2.981  -0.243
N -0.821 1.782 -4.035  -0.035
C -1.669 0.756 -4.627  0.008
C -0.970 3.167 -4.494  -0.080
C 0.229 3.851 -3.852  -0.076
N 0.575 2.934 -2.759  -0.057
C 0.826 3.476 -1.426  -0.006
H 2.835 -2.765 3.165  0.097
H 1.846 -1.716 2.140  0.052
H 3.543 -1.304 2.438  0.099
H 4.256 -4.588 1.937  0.126
H 5.268 -3.172 1.570  0.129
H 3.964 -5.111 -0.396  0.127
H 5.606 -4.430 -0.469  0.125
H 4.628 -3.900 -2.750  0.094
H 3.692 -2.429 -2.921  0.069
H 2.880 -3.950 -2.477  0.088
H 1.991 -1.270 -2.471  0.086
H 3.393 -0.385 -1.905  0.124
H 2.128 1.437 -1.753  0.115
H 1.311 0.677 -0.381  0.106
H -1.125 0.180 -5.374  0.097
H -2.494 1.271 -5.115  0.105
H -2.079 0.105 -3.865  0.077
H -1.928 3.559 -4.144  0.136
H -0.941 3.201 -5.581  0.135
H -0.008 4.834 -3.451  0.129
H 1.067 3.948 -4.543  0.131
H 0.171 4.334 -1.268  0.101
H 1.864 3.791 -1.319  0.105
H 0.591 2.741 -0.664  0.071
O 0.710 0.398 4.027  0.141
C 0.360 1.063 3.093  -0.489
O 0.148 0.512 1.870  -0.143
C 0.100 2.530 3.158  -0.133
C -0.514 3.220 2.116  -0.032
C -0.769 4.577 2.240  -0.067
C -0.398 5.250 3.397  -0.067
C 0.218 4.564 4.435  -0.058
C 0.460 3.205 4.321  -0.003
H -0.805 2.703 1.211  0.091
H -1.257 5.109 1.433  0.108
H -0.592 6.310 3.491  0.109
H 0.506 5.090 5.335  0.111
H 0.932 2.648 5.120  0.125

Entry 6:
Here is a structure of composition C20H40CrN2O21 at a distorted geometry from the Open Molecules 2025 dataset. Energies are from ωB97M-V with the def2-TZVPD basis set.

Properties
E: -3520.0006 hartree
ΔE to the lowest compared entry with this formula, charge and spin: 0.00 kcal per mole
multiplicity: 5
Kohn-Sham gap (alpha / beta): 9.11 / 9.95 eV
<S²>: 6.005

Last column: Mulliken spin population.
Positions of all 84 atoms, in Å:
Cr -0.316 -0.012 0.488  3.942
N -2.002 -0.499 3.076  0.001
O -2.176 -1.178 4.071  0.005
O -0.954 -0.702 2.373  -0.043
O -2.804 0.363 2.702  0.005
N 1.150 0.055 -2.361  0.012
O 0.458 0.415 -1.357  -0.034
O 0.820 -0.937 -3.000  0.004
O 2.170 0.700 -2.618  0.003
C -3.576 -0.357 -3.316  -0.001
C -2.777 -1.607 -2.960  0.005
O -3.374 -2.329 -1.899  0.000
C -2.933 -2.075 -0.669  -0.015
O -2.159 -1.209 -0.355  -0.040
O -3.487 -2.957 0.147  0.001
C -3.316 -2.701 1.550  -0.002
H -3.882 0.157 -2.405  0.000
H -4.489 -0.637 -3.849  0.000
H -3.005 0.332 -3.932  0.000
H -1.776 -1.246 -2.681  -0.003
H -2.546 -2.220 -3.829  0.000
H -2.262 -2.773 1.825  0.003
H -3.844 -3.464 2.110  0.000
H -3.686 -1.703 1.781  -0.001
C 4.616 -4.028 0.914  0.000
C 3.401 -4.325 0.043  0.000
O 2.644 -3.109 -0.047  0.000
C 1.341 -3.160 -0.271  0.006
O 0.599 -2.239 -0.028  0.064
O 0.970 -4.288 -0.876  0.001
C -0.423 -4.485 -1.103  0.001
H 5.182 -4.936 1.119  0.000
H 4.402 -3.486 1.830  0.000
H 5.269 -3.421 0.279  0.000
H 2.838 -5.190 0.397  0.000
H 3.726 -4.600 -0.963  0.000
H -0.901 -3.540 -1.344  -0.001
H -0.853 -4.912 -0.197  0.000
H -0.574 -5.154 -1.944  0.000
C 2.770 4.461 -0.226  0.000
C 1.806 3.356 0.111  -0.003
O 0.674 3.953 0.746  0.003
C -0.136 3.197 1.471  -0.001
O -0.088 1.985 1.477  -0.013
O -1.004 3.972 2.068  0.002
C -2.001 3.378 2.903  0.001
H 2.650 5.290 0.480  0.000
H 2.479 4.998 -1.136  0.000
H 3.814 4.168 -0.264  0.000
H 2.238 2.607 0.785  0.003
H 1.483 2.723 -0.723  0.006
H -2.524 4.166 3.435  0.000
H -1.539 2.693 3.607  0.000
H -2.714 2.846 2.280  -0.001
C 4.704 0.771 -0.505  0.001
C 3.990 -0.525 -0.209  0.002
O 3.871 -0.694 1.223  0.003
C 2.734 -0.426 1.810  0.010
O 1.693 -0.039 1.315  0.024
O 2.864 -0.648 3.112  0.002
C 1.833 -0.171 3.988  -0.001
H 5.763 0.717 -0.245  0.000
H 4.254 1.636 -0.030  0.000
H 4.689 0.929 -1.586  0.000
H 4.633 -1.350 -0.518  0.000
H 3.060 -0.665 -0.746  0.002
H 1.238 -1.016 4.320  0.000
H 1.233 0.558 3.446  0.004
H 2.309 0.328 4.829  0.000
C -0.952 2.589 -3.130  0.001
C -1.449 3.516 -2.043  0.001
O -2.810 3.199 -1.681  0.001
C -2.961 2.264 -0.767  0.002
O -2.070 1.626 -0.250  0.031
O -4.255 2.140 -0.500  0.000
C -4.664 1.122 0.423  0.002
H -1.008 1.542 -2.830  0.001
H 0.082 2.851 -3.366  0.000
H -1.505 2.665 -4.069  0.000
H -1.513 4.519 -2.464  0.000
H -0.797 3.557 -1.176  0.001
H -5.680 0.850 0.148  0.000
H -4.666 1.551 1.422  0.000
H -3.998 0.269 0.366  0.002

> What is the E in the third record?

-893.8931 hartree